[1]
Entry from the Open Molecules 2025 dataset: the molecule C19H21N3O3 (ωB97M-V with the def2-TZVPD basis set).

```
! wB97M-V def2-TZVPD RIJCOSX def2/J DEFGRID3
* xyz 0 1
C -7.293 -1.542 1.251
C -6.400 -0.509 0.579
C -5.857 -1.030 -0.753
O -5.055 -0.080 -1.426
C -3.780 0.144 -1.019
C -3.107 -0.557 -0.022
C -1.795 -0.243 0.286
C -1.137 0.765 -0.399
C -1.798 1.470 -1.399
C -3.106 1.163 -1.699
H -3.636 1.698 -2.471
H -1.290 2.258 -1.930
N 0.213 1.078 -0.082
C 1.189 0.123 0.094
O 1.034 -1.069 0.056
C 2.514 0.839 0.332
N 3.168 0.275 1.497
H 2.972 -0.722 1.531
C 4.608 0.501 1.547
C 5.348 -0.165 0.416
C 5.523 -1.545 0.390
C 6.139 -2.129 -0.703
C 6.548 -1.307 -1.744
N 6.385 0.004 -1.735
C 5.803 0.554 -0.684
H 5.702 1.633 -0.720
H 7.027 -1.713 -2.625
H 6.294 -3.196 -0.750
H 5.182 -2.151 1.219
H 4.958 0.111 2.507
H 4.778 1.580 1.526
C 2.123 2.303 0.514
C 0.666 2.378 0.110
O -0.004 3.365 -0.010
H 2.712 3.002 -0.078
H 2.207 2.589 1.564
H 3.113 0.706 -0.589
H -1.283 -0.793 1.059
H -3.587 -1.351 0.526
H -5.310 -1.971 -0.609
H -6.687 -1.221 -1.440
H -5.568 -0.251 1.237
H -6.964 0.406 0.387
H -7.679 -1.153 2.190
H -6.737 -2.453 1.460
H -8.136 -1.794 0.611
*
```

The calculation puts the energy above the lowest of the compared OMol25 structures with the same formula, charge and spin at 1.520 eV. The value obtained for the HOMO-LUMO gap is 9.14 eV. For the total energy, the calculation gives -1126.63534 Eh. As for the SMILES: CCCOc1ccc(N2C(=O)C[C@@H](NCc3cccnc3)C2=O)cc1. The LUMO energy is 0.026 Eh. As for the largest force on an atom: 0.5 eV Å⁻¹.

***

[2]
Entry from the Open Molecules 2025 dataset: the molecule C7H10O2 at a distorted geometry (ωB97M-V with the def2-TZVPD basis set).

```
! wB97M-V def2-TZVPD RIJCOSX def2/J DEFGRID3
* xyz 0 1
C -2.192 -1.271 1.003
C -0.655 0.015 -0.213
C 0.334 -0.665 0.580
C 1.830 -0.376 0.445
C 1.620 1.130 -0.095
C 0.957 0.858 -1.350
C -0.517 1.251 -1.245
H -2.019 -2.325 0.534
H -1.406 -0.754 1.771
H -3.268 -1.309 1.285
H 0.090 -1.325 1.267
H 2.608 -0.932 0.007
H 2.145 -0.552 1.463
H 0.927 1.613 0.610
H 1.170 -0.214 -1.495
H -1.118 1.313 -2.216
H -0.611 2.282 -0.747
O -1.859 -0.590 -0.322
O 1.965 1.853 -1.280
*
```

The calculation puts the energy above the lowest of the compared OMol25 structures with the same formula, charge and spin at 7.212 eV. The value obtained for the HOMO-LUMO gap is 9.26 eV. For the total energy, the calculation gives -422.93488 Eh. As for the SMILES: COC1=CC[C@H]2O[C@@H]2C1. The LUMO energy is 0.031 Eh. As for the largest force on an atom: 7.5 eV Å⁻¹.

***

[3]
Entry from the Open Molecules 2025 dataset: a cluster of 2 separate species, C33H44N2O5 in total at a distorted geometry (ωB97M-V with the def2-TZVPD basis set).

```
! wB97M-V def2-TZVPD RIJCOSX def2/J DEFGRID3
* xyz 0 1
C 3.688 1.978 3.854
C 3.269 0.588 3.473
O 1.886 0.670 3.098
C 1.368 -0.563 2.972
C -0.091 -0.669 2.882
C -0.672 -2.052 3.051
C -0.714 -2.446 4.534
C 0.075 -3.110 2.236
C -0.832 0.456 3.476
O -0.408 1.591 3.680
O -2.135 0.160 3.727
C -2.989 1.305 4.000
C -2.708 2.040 5.285
O 2.140 -1.534 2.970
H 4.661 1.953 4.351
H 3.781 2.607 2.967
H 2.959 2.439 4.528
H 3.858 0.192 2.633
H 3.379 -0.077 4.339
H -1.709 -1.999 2.688
H -1.355 -1.744 5.078
H -1.128 -3.458 4.599
H 0.293 -2.416 4.971
H -0.012 -2.894 1.164
H 1.140 -3.078 2.506
H -0.351 -4.103 2.449
H -2.896 2.002 3.158
H -3.995 0.878 4.018
H -3.508 2.768 5.433
H -2.694 1.365 6.147
H -1.760 2.580 5.228
C -2.543 -4.267 -5.629
N -2.468 -4.103 -4.193
C -3.005 -5.042 -3.356
O -3.539 -6.088 -3.714
C -2.817 -4.548 -1.921
C -2.053 -5.531 -1.023
C -2.683 -6.903 -0.929
C -1.886 -8.038 -1.110
C -2.463 -9.310 -1.107
C -3.839 -9.449 -0.870
C -4.632 -8.316 -0.641
C -4.049 -7.044 -0.668
N -2.116 -3.273 -2.119
C -1.777 -2.518 -1.052
C -1.265 -1.225 -1.137
C -0.913 -0.338 -0.117
C -0.713 1.057 -0.438
C -0.876 2.108 0.505
C -0.851 3.439 0.121
C -0.534 3.806 -1.192
C -0.379 5.251 -1.548
C -0.315 2.793 -2.134
C -0.385 1.460 -1.767
C -1.998 -2.880 -3.548
C -0.549 -2.613 -3.975
C -2.920 -1.708 -3.930
H -2.917 -5.271 -5.848
H -3.214 -3.523 -6.074
H -1.557 -4.146 -6.088
H -3.821 -4.359 -1.488
H -1.024 -5.623 -1.401
H -1.985 -5.088 -0.018
H -0.817 -7.902 -1.281
H -1.841 -10.187 -1.305
H -4.296 -10.442 -0.876
H -5.708 -8.412 -0.464
H -4.656 -6.151 -0.498
H -1.989 -2.956 -0.072
H -1.199 -0.838 -2.151
H -0.895 -0.663 0.923
H -1.044 1.860 1.549
H -1.087 4.216 0.852
H -0.102 5.364 -2.600
H -1.307 5.809 -1.373
H 0.408 5.725 -0.941
H -0.084 3.062 -3.167
H -0.164 0.715 -2.531
H 0.041 -3.536 -3.884
H -0.540 -2.278 -5.020
H -0.078 -1.839 -3.368
H -3.960 -2.060 -3.988
H -2.860 -0.893 -3.203
H -2.620 -1.319 -4.912
*
```

The calculation puts the energy above the lowest of the compared OMol25 structures with the same formula, charge and spin at 0.000 eV. The value obtained for the HOMO-LUMO gap is 4.16 eV. For the total energy, the calculation gives -1769.50666 Eh. The LUMO energy is -0.074 Eh. As for the largest force on an atom: 2.0 eV Å⁻¹.

***

[4]
Entry from the Open Molecules 2025 dataset: a cluster of 2 separate species, C26H24IO4 in total at a distorted geometry (ωB97M-V with the def2-TZVPD basis set).

```
! wB97M-V def2-TZVPD RIJCOSX def2/J DEFGRID3
* xyz 1 1
C -5.372 -1.294 3.291
C -3.921 -0.903 3.249
C -3.546 0.448 3.162
C -2.218 0.807 3.000
C -1.163 -0.162 2.925
C 0.148 0.315 2.638
C 1.423 -0.271 2.885
C 2.567 0.596 2.990
C 3.849 0.095 3.183
C 4.065 -1.291 3.279
C 2.968 -2.159 3.217
C 1.678 -1.670 3.021
C -1.566 -1.517 3.141
C -2.903 -1.868 3.262
H -5.490 -2.383 3.294
H -5.884 -0.899 4.180
H -5.919 -0.904 2.421
H -4.324 1.214 3.211
H -1.938 1.862 2.996
H 0.191 1.346 2.292
H 2.394 1.677 2.993
H 4.701 0.776 3.262
H 5.075 -1.689 3.380
H 3.117 -3.235 3.325
H 0.848 -2.366 3.021
H -0.820 -2.287 3.272
H -3.177 -2.921 3.373
C 2.792 2.395 -2.841
C 1.659 3.381 -2.615
C 2.114 4.825 -2.884
O 0.541 3.095 -3.480
C -0.131 1.911 -3.216
O -0.715 1.350 -4.126
C -0.098 1.441 -1.829
I -1.553 0.020 -1.394
C -1.049 -1.523 -2.844
C -1.929 -1.846 -3.873
C -1.594 -2.891 -4.756
C -0.377 -3.568 -4.611
C 0.512 -3.197 -3.596
C 0.176 -2.161 -2.708
C 0.442 2.302 -0.813
O 0.221 2.200 0.382
O 1.230 3.351 -1.236
H 2.450 1.363 -2.691
H 3.154 2.518 -3.871
H 3.623 2.623 -2.159
H 1.278 5.519 -2.753
H 2.922 5.101 -2.197
H 2.486 4.913 -3.908
H -2.858 -1.296 -4.000
H -2.289 -3.178 -5.548
H -0.121 -4.386 -5.290
H 1.464 -3.717 -3.481
H 0.865 -1.861 -1.922
*
```

The calculation puts the energy above the lowest of the compared OMol25 structures with the same formula, charge and spin at 0.000 eV. The value obtained for the HOMO-LUMO gap is 5.31 eV. For the total energy, the calculation gives -1603.48759 Eh. The LUMO energy is -0.202 Eh. As for the largest force on an atom: 1.7 eV Å⁻¹.

***

[5]
Entry from the Open Molecules 2025 dataset: a structure of composition C6H8S at a distorted geometry (ωB97M-V with the def2-TZVPD basis set).

```
! wB97M-V def2-TZVPD RIJCOSX def2/J DEFGRID3
* xyz 0 1
C -2.727 -0.008 0.047
C -1.382 -0.080 -0.053
C -0.174 1.023 0.012
C 0.841 0.149 -0.546
C 2.221 -0.418 -0.020
C 0.918 -0.955 0.392
H -3.266 -1.076 0.211
H -3.230 0.901 -0.323
H -0.455 2.236 -0.318
H 0.389 1.253 1.051
H 0.999 -0.118 -1.686
H 2.867 -0.683 -0.972
H 2.697 -0.019 0.911
H 0.971 -0.521 1.432
S -0.670 -1.685 -0.137
*
```

The calculation puts the energy above the lowest of the compared OMol25 structures with the same formula, charge and spin at 5.774 eV. The value obtained for the HOMO-LUMO gap is 8.95 eV. For the total energy, the calculation gives -631.37896 Eh. The LUMO energy is 0.033 Eh. As for the largest force on an atom: 5.7 eV Å⁻¹.

***

[6]
Entry from the Open Molecules 2025 dataset: a cluster of 3 separate species, C25H65BN6O5P3 in total at a distorted geometry (ωB97M-V with the def2-TZVPD basis set).

```
! wB97M-V def2-TZVPD RIJCOSX def2/J DEFGRID3
* xyz -1 1
C 1.370 -3.532 4.526
C 2.944 -3.596 4.808
C 3.262 -2.306 5.687
C 4.797 -1.934 5.718
C 5.119 -0.807 4.646
C 5.530 0.580 5.272
C 4.410 1.272 6.147
C 3.022 1.443 5.408
C 1.789 1.603 6.406
C 0.630 0.546 6.169
C -0.573 1.199 5.322
C -1.928 0.544 5.853
B -2.172 -0.965 5.369
O -1.444 -2.116 5.812
O -3.217 -1.182 4.377
P -0.198 0.724 3.556
C 0.859 2.170 2.898
O -1.609 0.751 2.577
H 1.161 -2.792 3.709
H 0.927 -4.533 4.308
H 0.922 -3.072 5.451
H 3.461 -3.446 3.826
H 3.242 -4.538 5.330
H 2.735 -1.468 5.153
H 2.797 -2.397 6.708
H 5.033 -1.523 6.738
H 5.445 -2.827 5.542
H 6.006 -1.180 4.054
H 4.288 -0.658 3.914
H 6.443 0.393 5.907
H 5.880 1.230 4.420
H 4.315 0.774 7.153
H 4.786 2.317 6.351
H 3.108 2.384 4.792
H 2.791 0.626 4.682
H 1.337 2.606 6.167
H 2.118 1.655 7.482
H 0.286 0.136 7.151
H 0.975 -0.343 5.551
H -2.783 1.217 5.569
H -1.914 0.540 6.987
H -1.805 -2.468 6.631
H -4.052 -1.034 4.836
H 0.772 3.084 3.556
H 1.925 1.842 2.778
H 0.407 2.455 1.910
H -1.690 -0.153 2.253
O -2.803 3.167 -1.259
P -3.551 1.929 -1.770
N -4.656 2.844 -2.756
C -6.021 2.511 -3.118
C -4.028 3.585 -3.850
N -4.283 1.570 -0.242
C -5.715 1.518 -0.018
C -3.645 2.127 0.954
N -4.184 0.392 -2.392
C -3.750 -0.792 -1.605
C -3.707 0.113 -3.770
H -6.096 1.709 -3.865
H -6.524 3.387 -3.542
H -6.635 2.233 -2.268
H -3.721 2.927 -4.673
H -3.139 4.117 -3.507
H -4.700 4.344 -4.260
H -6.172 2.514 -0.067
H -5.936 1.098 0.967
H -6.211 0.844 -0.721
H -3.891 3.188 1.091
H -2.566 2.023 0.903
H -3.958 1.590 1.852
H -2.659 -0.847 -1.534
H -4.116 -1.712 -2.069
H -4.156 -0.794 -0.597
H -2.617 0.162 -3.834
H -4.119 0.813 -4.497
H -4.029 -0.875 -4.105
O -0.649 -1.183 -5.717
P 0.692 -0.758 -6.329
N 1.052 -2.333 -6.970
C 2.354 -2.938 -7.185
C 0.118 -2.804 -7.995
N 1.480 -0.563 -4.798
C 2.663 -1.301 -4.389
C 0.626 -0.371 -3.627
N 2.119 -0.051 -7.112
C 2.465 1.306 -6.611
C 1.919 0.135 -8.571
H 2.897 -2.519 -8.043
H 2.245 -4.011 -7.371
H 3.003 -2.880 -6.319
H 0.271 -2.296 -8.956
H -0.917 -2.634 -7.696
H 0.216 -3.879 -8.164
H 2.439 -2.357 -4.203
H 3.079 -0.882 -3.468
H 3.468 -1.211 -5.119
H 0.192 -1.317 -3.279
H -0.184 0.325 -3.844
H 1.191 0.066 -2.800
H 1.620 1.994 -6.705
H 3.311 1.714 -7.170
H 2.781 1.299 -5.571
H 1.013 0.711 -8.782
H 1.844 -0.816 -9.097
H 2.770 0.651 -9.018
*
```

The calculation puts the energy above the lowest of the compared OMol25 structures with the same formula, charge and spin at 7.369 eV. The value obtained for the HOMO-LUMO gap is 2.31 eV. For the total energy, the calculation gives -2745.04798 Eh. The LUMO energy is 0.025 Eh. As for the largest force on an atom: 8.3 eV Å⁻¹.

***

> What is the formula in the second record?

C7H10O2